ORCA calculation (ωB97M-V with the def2-TZVPD basis set) on a 9-piece molecular cluster, C30H85N11O9 overall at a distorted geometry.

CARTESIAN COORDINATES (ANGSTROEM)
C -0.0378 -4.2066 1.2380
O -0.1989 -3.9187 2.4040
N -1.0181 -4.1685 0.2828
N 1.2438 -4.5249 0.7468
H -1.7809 -3.6202 0.5686
H -0.6468 -3.9285 -0.6326
H 1.2292 -5.2047 -0.0375
H 1.8903 -4.7304 1.4820
C -3.7845 3.5209 -3.7428
O -3.7001 3.6915 -4.9702
N -2.6970 3.0234 -3.0009
N -4.8081 3.9410 -2.9472
H -1.8965 2.6928 -3.4689
H -2.8822 2.5017 -2.1742
H -4.6597 4.2441 -2.0311
H -5.4898 4.4239 -3.4616
C -4.4297 -4.3020 1.4922
C -4.2215 -2.8568 0.7803
C -5.3397 -1.9390 1.1298
O -5.2898 -0.7861 0.2979
C -6.4447 0.0865 0.5286
N -2.9847 -2.2682 1.2826
H -3.9560 -4.1744 2.5301
H -3.8128 -4.9659 0.9805
H -5.4565 -4.6859 1.4646
H -4.2168 -2.9542 -0.2725
H -5.1916 -1.6664 2.1980
H -6.3299 -2.4023 1.0178
H -7.3318 -0.5210 0.7945
H -6.5883 0.5942 -0.4448
H -6.2475 0.7388 1.3710
H -3.1369 -2.2454 2.2793
H -3.0654 -1.2105 1.0842
C -3.1133 -2.1049 5.3656
C -2.2349 -0.8824 5.2097
C -1.2194 -1.1703 4.1436
O -0.2036 -0.1254 4.3418
C 0.9091 -0.5902 4.9721
N -2.9822 0.3350 4.8717
H -3.5791 -2.1068 6.3489
H -2.6154 -3.0914 5.3515
H -3.8118 -2.0609 4.5944
H -1.7540 -0.8244 6.2470
H -1.6148 -1.0681 3.1101
H -0.8327 -2.1678 4.1877
H 1.3520 -1.5090 4.5615
H 0.6813 -0.7478 6.0660
H 1.7206 0.1685 4.9233
H -3.4532 0.6228 5.7237
H -2.3300 1.0491 4.5236
C 2.9844 -2.9629 -5.6001
C 3.5936 -3.0065 -4.2214
C 3.8950 -1.5307 -3.8815
O 4.2801 -1.2965 -2.5730
C 4.8317 -0.0153 -2.3913
N 2.7246 -3.6161 -3.2490
H 3.5196 -2.3601 -6.2629
H 2.0264 -2.4766 -5.5383
H 2.7951 -3.8788 -6.1140
H 4.5286 -3.5739 -4.3823
H 3.0163 -0.9919 -4.2283
H 4.7738 -1.2100 -4.4893
H 5.4125 -0.0560 -1.4887
H 4.0120 0.7401 -2.2516
H 5.4190 0.4289 -3.2449
H 1.8499 -3.1244 -3.1835
H 3.0931 -3.5951 -2.2889
C 3.5507 -2.0110 2.6763
C 4.1070 -1.3937 1.3677
C 5.5299 -0.8978 1.4797
O 5.6798 0.3765 2.0813
C 6.9365 1.0175 1.9307
N 3.9741 -2.3475 0.3626
H 3.8601 -3.0543 2.6644
H 2.4584 -1.9747 2.7743
H 4.0321 -1.4337 3.3980
H 3.6015 -0.4172 1.2386
H 6.1074 -0.8596 0.5278
H 6.0024 -1.6623 2.0625
H 7.8112 0.2924 1.9424
H 7.0753 1.7921 2.7856
H 6.8952 1.4975 0.9305
H 3.0448 -2.6249 0.1544
H 4.3149 -1.8495 -0.4386
C -3.8772 3.5747 0.5320
C -2.7456 2.5540 0.6403
C -2.5773 1.8357 2.0249
O -2.2176 2.7786 3.0346
C -0.7878 2.9052 3.2109
N -2.6934 1.6203 -0.5122
H -3.9449 4.1158 1.4740
H -4.8142 3.0554 0.3858
H -3.6330 4.3189 -0.2355
H -1.7854 3.0825 0.4630
H -1.9067 0.9756 1.9120
H -3.5301 1.4336 2.4115
H -0.5902 3.2100 4.1837
H -0.3956 3.6077 2.3703
H -0.2671 1.9149 3.1777
H -1.9601 0.8633 -0.3639
H -3.5713 1.1312 -0.5896
C 0.8693 -0.1143 -1.6841
C 0.9860 -0.3417 -0.1615
C 1.3594 0.9554 0.4413
O 2.5001 1.7167 -0.0282
C 2.6412 2.9378 0.7308
N -0.3538 -0.6004 0.4101
H -0.0563 0.4866 -1.6718
H 0.7875 -1.1323 -2.2745
H 1.7761 0.4768 -1.9252
H 1.6649 -1.1075 0.1249
H 1.4991 0.6788 1.5132
H 0.5901 1.6534 0.2824
H 3.3961 3.5853 0.3232
H 2.7892 2.8726 1.8009
H 1.6745 3.4859 0.5275
H -0.4524 -1.1503 1.2907
H -0.8011 -1.2677 -0.2431
C 1.4782 5.0329 -4.1719
C 0.3631 3.9794 -3.8362
C 0.6974 2.6418 -4.5086
O -0.2554 1.6612 -4.3004
C 0.0704 0.3893 -4.8345
N 0.3066 3.9084 -2.3598
H 0.9953 6.0529 -4.1475
H 1.9122 4.9358 -5.1644
H 2.2458 4.8950 -3.4039
H -0.5980 4.4422 -4.2018
H 1.6609 2.3338 -4.1102
H 0.7840 2.8644 -5.6016
H 1.0162 0.0641 -4.4198
H 0.2437 0.2405 -5.9175
H -0.8081 -0.2742 -4.5202
H -0.2875 3.1820 -2.0231
H 1.2282 3.7099 -1.9155

Forces on the atoms, in the same order (eV/Å):
C 1.1 0.2 -0.2
O -0.3 0.0 0.4
N 1.7 -1.0 -0.9
N -1.1 -0.6 -1.2
H -1.3 1.1 0.5
H -0.3 -0.2 0.2
H 0.3 0.7 0.9
H 0.3 -0.2 0.2
C 3.4 0.1 -0.8
O -0.9 -0.3 1.7
N -2.0 1.1 -0.7
N -0.5 -1.0 -1.3
H 0.6 -0.4 -1.2
H -0.1 -0.3 1.0
H 0.5 0.3 1.3
H -1.0 0.7 -0.5
C 0.6 3.0 0.9
C -0.9 -1.6 1.8
C -0.9 0.5 0.4
O -0.9 0.4 0.5
C 0.7 -1.2 -0.8
N -0.1 2.3 -0.6
H -1.2 -0.5 -1.2
H 1.1 -1.4 -0.8
H 0.3 0.4 0.3
H 0.3 -0.3 -1.3
H -0.4 0.1 -0.3
H 0.1 -0.1 0.0
H 0.3 0.2 -0.4
H -0.1 0.0 0.8
H 0.1 0.4 0.0
H 0.4 -0.3 0.6
H 0.4 -1.9 -0.1
C 0.4 -0.5 1.3
C 0.3 -0.9 1.2
C 0.6 2.0 0.1
O -1.3 -0.6 -2.1
C 1.8 -0.1 2.1
N 0.3 -0.8 0.2
H -0.6 0.2 -0.1
H 0.3 0.6 -0.3
H -1.7 -0.3 -1.2
H 0.2 0.3 -1.4
H 0.0 0.3 0.7
H 0.6 -0.5 0.3
H -0.4 0.0 0.0
H 0.4 -0.1 -0.7
H -0.6 -0.2 0.0
H 0.1 0.5 -0.3
H -0.5 -0.1 0.6
C -1.5 -0.1 0.6
C 1.0 0.5 -0.2
C 1.4 -0.6 -1.6
O 0.1 -0.1 0.4
C -1.0 1.6 -0.4
N 0.0 -0.9 0.9
H 1.3 1.0 -1.0
H -0.8 0.3 0.1
H 0.1 -1.0 0.1
H -0.2 0.1 0.9
H -0.3 0.7 0.4
H -0.7 -0.1 -0.2
H 0.4 0.2 0.3
H 0.5 -0.5 0.1
H -0.2 -1.1 0.6
H -0.4 0.3 -0.3
H 0.2 0.0 -0.7
C 0.1 -0.1 -1.7
C -1.7 2.1 2.3
C 1.7 -0.3 -0.4
O -0.8 -0.1 0.9
C 0.4 0.1 0.3
N 1.5 -0.2 -1.9
H 0.2 -0.1 0.4
H 0.3 0.2 -0.2
H 0.4 0.5 2.0
H -0.6 -0.3 -0.4
H -0.8 -0.3 0.0
H 1.0 -0.4 0.7
H -1.0 0.7 0.1
H -0.4 -1.3 -1.6
H 0.5 0.1 0.6
H -1.0 -0.2 0.2
H 0.0 -0.6 -1.2
C 0.8 -0.3 0.5
C 2.0 -0.4 -0.2
C -1.5 0.8 -0.4
O 1.3 -0.7 0.2
C -0.1 -0.6 -3.3
N 0.4 -1.2 0.7
H 0.0 0.0 0.1
H -0.4 0.0 -0.3
H -0.3 -0.3 0.0
H -0.4 0.2 0.6
H 0.4 0.4 0.2
H 0.1 0.0 -0.5
H 0.1 1.3 1.6
H -0.2 -1.1 1.7
H -0.5 0.6 -0.5
H -1.1 1.3 0.0
H -0.4 -0.4 0.0
C 0.0 -1.8 0.8
C -0.4 0.0 -1.0
C 1.9 1.1 2.0
O 0.9 -0.7 0.7
C -2.3 0.2 -1.4
N -1.2 -1.7 -0.6
H 0.4 -0.1 -1.1
H 0.1 2.2 1.0
H -0.7 -0.4 -0.6
H 0.8 -0.7 0.0
H -0.2 0.9 -0.2
H -1.8 0.6 0.3
H 0.6 -0.3 -0.4
H 0.0 -0.7 0.3
H 0.7 -0.1 0.6
H 1.0 0.7 -0.6
H 0.1 0.6 0.3
C -1.3 0.2 0.3
C 0.1 0.9 0.2
C 0.2 1.5 -1.2
O -0.7 -0.6 -0.3
C -1.2 -1.0 0.6
N 1.1 0.3 0.1
H 0.8 -1.0 0.4
H 0.0 -0.3 -0.1
H 0.1 0.5 -0.3
H 0.7 -1.0 0.3
H 0.5 -0.3 0.0
H 0.2 -0.3 0.5
H 0.2 -0.4 0.6
H -0.6 1.0 0.1
H 1.5 0.7 -0.4
H -0.8 -0.5 0.0
H -0.7 0.2 -0.9

Summary:
Orbital gap   9.272 eV
SMILES   COC[C@H](C)N.COC[C@H](C)N.COC[C@H](C)N.COC[C@H](C)N.COC[C@H](C)N.COC[C@H](C)N.COC[C@H](C)N.NC(N)=O.NC(N)=O
Spin multiplicity   1
Relative energy (zero: lowest compared OMol25 entry of this formula, charge and spin)   345.0 kJ/mol
HOMO   -8.827 eV